Entry 1:
48
Properties=species:S:1:pos:R:3:forces:R:3:lowdin_charge:R:1 method="wB97M-V/def2-TZVPD" e_lumo_ha=0.0177 smiles="N[C@H]1OC(=O)O[C@@H]1Br.CCO.CCO.CCO.CCO" total_energy_ev=-97725.5201
N 0.2012 -3.3648 1.2015 -0.37 0.28 0.21 0.120
C -0.1842 -2.7160 2.4255 1.08 -0.44 0.05 -0.397
O 0.8975 -2.8843 3.3484 -0.40 -0.35 -0.03 0.095
C 1.6640 -1.7775 3.3546 -3.84 -1.43 -1.55 -0.637
O 2.6708 -1.7118 3.8739 4.94 0.78 2.38 0.235
O 1.0604 -0.8106 2.6484 -0.14 1.17 -0.56 0.052
C -0.2234 -1.2066 2.3194 -0.45 0.22 0.72 -0.592
Br -1.5184 -0.4947 3.6379 0.05 0.12 -0.14 0.750
H -0.3563 -2.9807 0.4456 0.07 -0.18 -0.18 0.088
H 1.1874 -3.1622 1.0361 -0.07 -0.31 -0.36 0.059
H -1.0233 -3.1635 2.9161 -0.78 -0.10 -0.13 0.130
H -0.5093 -0.8106 1.3712 -0.19 0.16 -0.48 0.085
C -5.0231 -1.1264 0.3920 0.06 0.06 -0.05 -0.078
C -3.6639 -1.7882 0.5100 -0.13 0.17 0.18 -0.307
O -2.6051 -0.8458 0.3091 0.02 0.04 -0.16 -0.127
H -5.1399 -0.6625 -0.5884 -0.02 -0.05 -0.02 0.073
H -5.8242 -1.8527 0.5322 0.00 0.01 0.02 0.079
H -5.1347 -0.3389 1.1408 -0.02 -0.06 0.05 0.080
H -3.5459 -2.5596 -0.2490 0.11 0.02 -0.03 0.116
H -3.5477 -2.2521 1.4954 -0.04 -0.08 -0.03 0.101
H -2.6959 -0.1632 0.9864 -0.04 -0.04 0.00 0.048
C -1.1552 1.7467 -2.4032 0.01 -0.19 0.00 -0.088
C -2.4456 2.4145 -1.9725 0.06 -0.31 0.13 -0.319
O -3.5631 1.5373 -2.1021 -0.07 0.11 -0.04 -0.091
H -1.2278 1.4125 -3.4390 -0.01 0.05 -0.02 0.080
H -0.3172 2.4321 -2.3135 0.02 0.04 -0.01 0.047
H -0.9565 0.8624 -1.7903 -0.03 0.03 0.04 0.064
H -2.6525 3.2822 -2.5967 -0.08 0.00 0.00 0.107
H -2.3723 2.7514 -0.9318 0.07 0.13 -0.04 0.108
H -3.3916 0.7718 -1.5429 0.06 -0.08 0.02 0.043
C 1.4355 6.0715 -1.2161 -0.04 -0.06 0.02 -0.093
C 1.4371 5.2257 -2.4762 -0.21 0.23 0.02 -0.313
O 0.1424 4.6924 -2.7507 0.10 0.05 0.02 -0.097
H 1.1008 5.4809 -0.3629 0.05 -0.03 0.00 0.075
H 2.4320 6.4614 -1.0037 -0.01 0.02 0.00 0.074
H 0.7489 6.9152 -1.3185 0.06 0.05 -0.03 0.072
H 2.1082 4.3756 -2.3642 -0.05 -0.07 -0.05 0.112
H 1.7739 5.8156 -3.3347 0.12 -0.02 0.02 0.108
H -0.4614 5.4341 -2.8655 0.01 -0.06 0.00 0.085
C 5.3703 -3.5685 0.1082 -0.05 -0.04 -0.08 -0.087
C 4.0640 -2.9519 0.5690 0.13 -0.26 0.13 -0.303
O 2.9750 -3.8738 0.4347 0.14 0.24 -0.03 -0.099
H 5.2942 -3.8887 -0.9314 0.00 0.05 -0.02 0.076
H 6.1914 -2.8565 0.1974 0.01 -0.01 0.02 0.076
H 5.6115 -4.4510 0.7051 0.04 0.05 0.06 0.075
H 3.8156 -2.0837 -0.0399 -0.11 -0.03 -0.01 0.116
H 4.1371 -2.6299 1.6120 0.04 0.10 -0.02 0.104
H 3.1733 -4.6447 0.9784 -0.08 0.02 -0.03 0.096

=====

Entry 2:
52
Properties=species:S:1:pos:R:3:forces:R:3:lowdin_charge:R:1 method="wB97M-V/def2-TZVPD" e_lumo_ha=0.0132 total_energy_ev=-131289.9613
C 0.6151 2.2031 2.3204 0.07 -0.01 0.07 -0.139
C 1.0595 3.6012 1.9055 -0.03 -0.14 -0.20 -0.711
Br 1.9305 4.5109 3.3871 0.04 0.10 0.00 0.729
C 1.9287 3.5848 0.6381 -0.11 0.03 -0.05 -0.280
O 3.3238 3.6631 0.9645 -0.08 -0.05 0.06 -0.399
S 4.3028 3.2696 -0.2521 0.16 -0.18 0.11 0.896
O 4.8060 4.4730 -0.8481 -0.06 0.06 0.05 -0.354
O 5.4819 2.8022 0.8378 0.08 0.04 -0.27 -0.460
P 6.1888 1.3505 0.7227 0.04 0.06 0.16 0.005
O 7.2453 1.5068 -0.4590 -0.12 -0.03 0.03 -0.161
O 7.1172 1.4538 2.0051 -0.05 -0.01 -0.07 -0.144
S 5.0075 -0.1343 0.5380 -0.02 -0.02 -0.01 0.344
H 1.4057 1.4729 2.1362 0.02 0.09 0.09 0.064
H -0.2648 1.9090 1.7435 0.07 -0.03 -0.06 0.087
H 0.3560 2.1644 3.3763 -0.06 0.02 -0.03 0.063
H 0.1956 4.2241 1.6859 -0.02 -0.04 0.10 0.083
H 1.7498 2.6357 0.1228 -0.10 0.07 -0.07 0.117
H 1.6603 4.4060 -0.0288 0.08 0.08 0.09 0.125
H 7.0691 0.8515 -1.1467 0.05 0.01 0.00 0.075
H 6.8627 2.1671 2.6034 0.00 -0.02 0.01 0.093
C -1.2799 -2.5688 0.3009 -0.03 0.00 0.00 -0.107
O -0.6170 -3.7365 0.7482 0.02 0.02 0.02 -0.185
C 0.4693 -4.1243 -0.0732 -0.03 0.00 -0.02 -0.207
C 1.8010 -3.7144 0.5172 0.03 0.00 0.02 -0.204
O 1.9461 -2.3060 0.5583 -0.02 0.03 -0.03 -0.206
C 1.7319 -1.7477 1.8389 0.02 0.02 0.00 -0.118
H -2.0033 -2.2934 1.0660 -0.01 -0.01 -0.01 0.091
H -0.5810 -1.7413 0.1517 -0.01 0.01 -0.01 0.085
H -1.8194 -2.7507 -0.6343 0.02 0.00 -0.01 0.079
H 0.3649 -3.6888 -1.0733 0.00 -0.02 -0.01 0.126
H 0.4432 -5.2136 -0.1732 0.00 0.00 0.01 0.125
H 2.6068 -4.1169 -0.1039 0.00 0.00 -0.01 0.126
H 1.9031 -4.1381 1.5220 0.01 -0.01 -0.01 0.127
H 2.5379 -2.0215 2.5283 -0.01 -0.01 0.00 0.091
H 0.7750 -2.0643 2.2628 0.00 0.01 0.00 0.088
H 1.7331 -0.6651 1.7194 0.03 -0.05 0.00 0.060
C -6.0334 1.2944 -2.1375 -0.01 0.00 0.01 -0.112
O -5.6367 0.3829 -3.1428 0.00 -0.03 0.01 -0.187
C -4.2344 0.2129 -3.2408 -0.01 0.04 -0.01 -0.207
C -3.7741 -1.0697 -2.5837 0.01 -0.04 0.01 -0.209
O -3.9701 -1.0446 -1.1805 0.00 0.05 0.01 -0.207
C -5.0939 -1.7868 -0.7472 0.01 -0.01 0.01 -0.109
H -7.1190 1.2483 -2.0735 0.00 0.01 -0.01 0.089
H -5.6036 1.0370 -1.1659 -0.01 0.00 0.00 0.082
H -5.7389 2.3178 -2.3952 0.01 0.00 0.00 0.088
H -3.7137 1.0637 -2.7877 0.01 0.00 -0.01 0.126
H -3.9732 0.1819 -4.3027 0.00 0.00 0.00 0.126
H -2.7037 -1.2017 -2.7716 0.00 0.00 0.00 0.123
H -4.3036 -1.9194 -3.0276 0.01 0.00 -0.01 0.128
H -4.9351 -2.8612 -0.8911 0.00 0.00 -0.01 0.090
H -6.0024 -1.4889 -1.2770 0.00 0.00 0.00 0.085
H -5.2174 -1.5906 0.3165 0.01 -0.01 0.00 0.090

=====

Entry 3:
43
Properties=species:S:1:pos:R:3:forces:R:3:lowdin_charge:R:1 method="wB97M-V/def2-TZVPD" e_lumo_ha=-0.0923 total_energy_ev=-33483.7090 charge=+1
C 3.0981 1.4432 -0.1988 -0.03 0.00 0.05 -0.212
C 4.4059 2.0615 0.2787 0.08 0.14 -0.01 -0.467
P 5.5628 2.5107 -1.1740 -0.12 -0.11 0.16 0.495
S 6.8061 2.8557 -3.0334 0.06 0.02 -0.11 0.232
H 2.5342 2.1351 -0.8334 0.04 -0.01 0.02 0.072
H 2.4538 1.1664 0.6420 0.03 0.01 -0.04 0.043
H 3.2844 0.5407 -0.7905 -0.01 0.03 0.04 0.059
H 4.2107 2.9800 0.8437 0.02 -0.06 -0.02 0.064
H 4.9402 1.3901 0.9584 -0.09 -0.08 -0.10 0.062
H 6.7088 2.1490 -0.4559 0.08 0.03 0.01 -0.022
H 4.8856 1.6243 -2.0415 -0.05 -0.06 0.04 -0.037
H 5.2228 3.8662 -1.1160 -0.03 0.07 -0.09 -0.019
H 7.6675 3.7712 -2.5679 0.01 0.02 0.05 -0.241
C -3.8103 -1.4895 -2.2254 0.01 0.00 -0.01 -0.094
C -4.0774 -1.8290 -0.7630 -0.03 0.05 0.00 -0.250
C -3.9062 -0.6363 0.1855 0.00 0.04 0.04 -0.168
C -2.5329 0.0292 0.2325 0.04 0.00 0.00 -0.099
N -1.5765 -0.4460 1.3185 -0.12 -0.01 -0.05 -0.283
C -1.4065 -1.9404 1.3365 0.01 0.03 -0.01 -0.092
C -0.5696 -2.2186 0.1029 0.02 0.04 0.03 -0.124
C 0.4236 -1.0373 0.0666 -0.04 -0.01 0.02 -0.127
C -0.1898 0.0449 0.9718 0.00 0.03 -0.04 -0.103
C -2.0179 0.0709 2.6408 0.00 0.00 0.01 0.025
H -2.7952 -1.1247 -2.4003 0.01 -0.02 0.01 0.062
H -3.9428 -2.3694 -2.8531 -0.01 0.01 0.00 0.083
H -4.4992 -0.7222 -2.5816 0.00 0.01 0.01 0.085
H -3.4706 -2.6839 -0.4597 0.07 0.01 0.03 0.092
H -5.1131 -2.1590 -0.6655 0.01 -0.03 0.01 0.118
H -4.2366 -0.8951 1.1946 -0.01 -0.03 -0.01 0.111
H -4.5966 0.1433 -0.1452 -0.01 0.00 0.01 0.129
H -2.6305 1.0969 0.4252 0.01 0.00 -0.03 0.137
H -2.0101 -0.0801 -0.7157 0.02 -0.04 0.01 0.121
H -0.8577 -2.1703 2.2505 0.00 -0.02 -0.01 0.145
H -2.3784 -2.4208 1.3790 -0.04 -0.01 -0.02 0.128
H -1.1981 -2.2371 -0.7862 0.01 -0.01 -0.03 0.102
H -0.0746 -3.1842 0.1700 0.01 0.01 0.02 0.130
H 0.5890 -0.6722 -0.9442 -0.02 0.00 -0.01 0.119
H 1.3929 -1.3299 0.4637 0.01 0.00 -0.01 0.118
H -0.2854 1.0238 0.5074 0.04 0.01 0.02 0.136
H 0.3528 0.1582 1.9083 0.01 -0.04 0.00 0.132
H -3.0135 -0.3013 2.8634 -0.01 -0.01 0.00 0.107
H -2.0291 1.1579 2.6103 0.01 0.00 0.00 0.118
H -1.3204 -0.2718 3.4011 -0.01 0.00 0.00 0.113

=====

Entry 4:
51
Properties=species:S:1:pos:R:3:forces:R:3:lowdin_charge:R:1 method="wB97M-V/def2-TZVPD" e_lumo_ha=0.0779 e_above_lowest_kj_mol=0.0 total_energy_ev=-32084.3346 charge=-1
Ag 0.7719 -0.1762 0.7270 1.51 1.23 0.05 0.719
O 3.6748 3.5058 -0.4266 -0.31 -0.39 0.85 -0.449
C 2.6823 3.5242 0.5460 1.71 -1.02 -1.26 -0.525
C 2.7767 2.4371 1.7525 0.52 -1.31 -1.63 -0.386
O 2.7756 0.9849 1.5225 -1.27 1.82 -0.07 -0.469
H 1.7598 3.5498 -0.0342 -1.64 -0.67 0.11 0.022
H 2.6731 4.5237 0.9807 -0.08 0.60 1.26 0.040
H 2.0789 2.6907 2.5505 -0.75 0.36 0.29 0.031
H 3.7595 2.7059 2.1398 0.49 -0.04 0.24 0.056
C 0.1130 0.1594 -2.5688 -1.73 0.14 -2.68 -0.076
C -0.7885 1.2568 -2.0490 -0.72 -1.02 1.97 -0.400
C -2.2862 0.7887 -1.9444 1.23 0.68 -0.55 -0.188
O -2.9869 1.0242 -3.1676 -0.05 0.62 0.59 -0.200
C -3.4498 2.3833 -3.3895 -0.40 -1.30 -0.36 -0.092
N -0.2212 1.5087 -0.7078 -0.96 0.48 -0.79 0.013
H -0.0209 -0.7970 -2.0634 0.78 0.48 0.80 0.053
H 1.1004 0.5167 -2.8609 0.15 -0.40 0.67 0.096
H -0.4017 -0.0839 -3.4984 0.30 -0.16 -0.89 0.069
H -0.8204 2.1893 -2.6125 0.33 -0.12 -0.54 0.135
H -2.7688 1.3098 -1.1176 -0.14 0.12 0.18 0.113
H -2.2919 -0.2810 -1.7354 -0.25 0.00 -0.24 0.093
H -4.5327 2.3083 -3.4881 -0.16 0.06 -0.13 0.073
H -3.0491 2.7002 -4.3523 0.12 0.29 0.19 0.083
H -3.2928 3.1247 -2.6060 0.64 -0.28 0.18 0.086
H -0.7824 2.2238 -0.2677 0.22 0.37 0.42 0.072
H 0.6483 1.9443 -0.9804 0.77 0.36 0.99 0.067
C -0.1520 -3.0345 2.0115 -0.55 -1.68 -0.17 -0.095
C -1.3768 -2.2669 1.5038 0.73 0.45 1.55 -0.376
C -1.7405 -1.0634 2.5726 1.65 -1.41 -1.20 -0.145
O -0.6112 -0.1562 2.6133 -1.68 -0.47 1.98 -0.280
C -0.8254 0.7533 3.7360 0.22 0.97 -1.15 -0.073
N -1.1536 -1.8227 0.1308 -0.30 1.50 0.75 0.018
H 0.8186 -2.5740 2.1954 -0.49 0.71 -0.01 0.067
H -0.0243 -3.8455 1.2944 0.45 0.11 -0.59 0.063
H -0.3928 -3.6868 2.8510 -0.22 0.58 0.69 0.077
H -2.1663 -3.0092 1.3862 -0.53 0.02 1.16 0.121
H -1.8233 -1.4809 3.5760 0.01 -0.61 -0.03 0.107
H -2.7145 -0.5996 2.4161 0.05 0.51 -0.64 0.108
H -1.6962 1.3265 3.4177 -0.21 0.25 0.56 0.084
H -0.0043 1.4556 3.8793 0.34 -0.20 -0.91 0.087
H -0.9372 0.3798 4.7538 -0.39 -1.13 -0.26 0.082
H -2.0397 -1.3791 -0.0647 0.09 0.30 -0.88 0.058
H -1.0042 -2.5692 -0.5329 0.00 -0.27 0.20 0.084
C 2.6177 -2.3673 -0.8295 -2.07 3.28 1.80 -0.737
O 2.4245 -1.1832 -0.5391 0.94 -0.87 -0.11 -0.032
N 2.3793 -3.3645 -0.0015 0.28 -1.88 0.94 0.174
N 2.8340 -2.6825 -2.0727 1.30 -0.37 -4.18 0.163
H 2.4047 -4.2663 -0.4556 -0.26 -0.16 1.08 0.105
H 2.0175 -3.1426 0.9150 0.22 -0.45 -0.40 0.073
H 2.9925 -3.5866 -2.4942 0.10 0.22 0.44 0.105
H 3.0523 -1.8564 -2.6112 -0.02 -0.30 -0.27 0.124